Formula: C45H34N7O2PRh
Source: OMol25
Level of theory: ωB97M-V/def2-TZVPD

Last column: Mulliken spin population.
Element x y z (Å)
Rh 0.647 2.320 -0.184  1.02
O 3.513 2.424 -0.205  -0.01
N 2.435 3.293 -0.310  0.02
C 2.808 4.461 -0.615  -0.03
C 1.875 5.559 -0.963  0.00
C 2.336 6.863 -0.866  0.00
C 1.511 7.967 -1.110  0.00
C 0.223 7.781 -1.538  0.00
C -0.305 6.479 -1.647  0.01
C 0.511 5.384 -1.405  -0.03
P -0.223 3.757 -1.650  -0.13
C 0.104 3.288 -3.338  0.01
C 0.807 4.074 -4.226  0.00
C 1.014 3.668 -5.511  0.00
C 0.478 2.479 -5.903  0.00
C -0.165 1.611 -5.049  0.00
C -0.376 2.050 -3.715  -0.05
C -1.940 3.905 -1.312  0.02
C -2.428 4.201 -0.003  0.03
C -3.772 4.301 0.237  0.01
C -4.656 4.210 -0.828  0.00
C -4.205 3.918 -2.132  0.00
C -2.847 3.713 -2.333  0.00
H 3.368 1.854 0.584  0.01
H 3.882 4.536 -0.661  0.00
H 3.326 7.074 -0.516  0.00
H 1.940 8.922 -1.007  0.00
H -0.434 8.658 -1.604  0.00
H -1.352 6.329 -1.902  0.00
H 1.160 4.994 -3.849  0.00
H 1.581 4.311 -6.175  0.00
H 0.703 2.126 -6.913  0.00
H -0.479 0.645 -5.340  0.00
H -0.953 1.438 -3.070  0.02
H -1.665 4.304 0.771  0.02
H -4.091 4.549 1.257  0.00
H -5.712 4.512 -0.685  0.00
H -4.866 3.889 -2.990  0.00
H -2.457 3.556 -3.315  0.00
C -3.654 -9.597 3.474  0.01
O -2.275 -9.185 3.769  0.20
C -1.753 -8.132 3.202  0.21
C -2.514 -7.168 2.486  0.15
C -1.854 -6.084 2.036  -0.05
C -0.447 -5.906 2.179  0.13
C 0.338 -6.893 2.815  -0.06
C -0.294 -7.920 3.426  0.19
C 0.127 -4.623 1.623  0.15
N -0.561 -3.983 0.758  0.12
C 0.001 -2.681 0.464  0.01
C 1.668 -2.844 1.809  -0.01
N 1.334 -4.223 2.218  0.00
C 2.673 -1.848 2.245  0.04
C 3.966 -1.903 2.793  -0.01
C 4.702 -0.725 2.868  0.01
C 4.126 0.477 2.497  0.00
N 2.881 0.572 2.056  0.01
C 2.174 -0.561 1.951  0.02
C 0.089 -0.316 0.079  -0.10
N -0.820 0.850 0.018  0.27
C -2.007 0.775 -0.507  0.02
C -2.623 -0.428 -0.966  0.35
C -1.901 -1.627 -0.879  -0.10
C -0.653 -1.572 -0.308  0.24
H -3.759 -10.514 4.028  0.00
H -3.880 -9.790 2.450  0.00
H -4.352 -8.952 3.996  0.00
H -3.630 -7.267 2.443  0.00
H -2.426 -5.222 1.568  0.00
H 1.381 -6.762 2.953  0.00
H 0.329 -8.681 3.926  -0.01
H 1.365 -4.404 3.226  0.00
H 4.401 -2.826 3.181  0.00
H 5.710 -0.749 3.247  0.00
H 4.678 1.412 2.610  0.00
H -2.571 1.704 -0.720  0.03
H -3.587 -0.304 -1.414  -0.01
H -2.362 -2.646 -1.086  0.01
N -1.301 -2.663 3.738  0.01
C -0.560 -2.205 2.956  -0.01
C 0.324 -2.024 1.826  0.06
C 1.529 -2.874 0.173  0.12
C 2.393 -1.894 -0.585  0.40
C 2.211 -0.568 -1.003  0.10
N 1.166 0.189 -0.793  0.45
C 0.682 -0.569 1.563  0.12
H 1.704 -3.904 -0.257  0.00
H 3.302 -2.382 -0.825  -0.03
H 3.015 -0.110 -1.545  0.02
H 0.222 0.144 2.262  -0.01

Values from the calculation:
**Total energy**: -2719.76815 Ha
**Spin multiplicity**: 5
**Gap between HOMO and LUMO (spin up / spin down)**: 7.7855 / 5.4873 eV
**<S²>**: 6.10
**Net charge**: +3
**HOMO energy (spin up / spin down)**: -15.468 / -15.880 eV